Record 1
Molecular formula: C15H16N4PtS
Method: DFT, wB97M-V/def2-TZVPD

Energy: -1317.70477 a.u.
M: 479.5 g/mol
LUMO energy (spin up / spin down): -0.528 / -0.529 eV
Orbital gap (spin up / spin down): 6.320 / 6.320 eV
Highest occupied orbital energy (spin up / spin down): -6.848 / -6.849 eV

Last column: Löwdin charge in e.
Positions of all 37 atoms, in Å:
Pt: 0.0756 -0.8836 -0.5409  0.81
C: -1.5849 -1.3930 3.4533  -0.03
C: -1.2713 -1.4094 1.9939  -0.28
N: -0.0914 -1.5707 1.4964  -0.14
N: 1.0176 -1.6451 2.2740  0.00
C: 2.1123 -1.5562 1.5404  -0.82
N: 3.2766 -1.5899 2.2126  0.07
S: 2.2585 -1.4375 -0.2175  0.53
C: -2.3322 -1.1806 0.9829  -0.20
C: -3.6776 -1.1344 1.3226  -0.01
C: -4.6322 -0.9788 0.3312  -0.05
C: -4.2286 -0.8768 -0.9896  -0.05
C: -2.8727 -0.8985 -1.2667  -0.11
N: -1.9511 -1.0281 -0.3125  -0.09
H: -0.6593 -1.4981 4.0125  0.07
H: -2.2476 -2.2203 3.7160  0.09
H: -2.0755 -0.4647 3.7524  0.09
H: 3.2622 -1.7540 3.2038  0.10
H: 4.1458 -1.5448 1.7151  0.08
H: -3.9666 -1.2399 2.3580  0.11
H: -5.6826 -0.9558 0.5890  0.11
H: -4.9391 -0.7689 -1.7959  0.11
H: -2.4897 -0.7982 -2.2728  0.12
C: -0.0222 1.0877 -1.2100  -0.30
C: 1.2696 1.6596 -1.6889  -0.36
C: 1.9864 2.5498 -0.8925  -0.07
C: 3.2050 3.0690 -1.3102  -0.10
C: 3.7310 2.7088 -2.5406  -0.11
C: 3.0214 1.8271 -3.3495  -0.10
C: 1.8081 1.3132 -2.9295  -0.08
H: -0.7813 1.1654 -1.9951  0.04
H: -0.3661 1.5996 -0.3083  0.04
H: 1.5858 2.8324 0.0746  0.11
H: 3.7403 3.7619 -0.6726  0.10
H: 4.6792 3.1123 -2.8711  0.09
H: 3.4255 1.5324 -4.3102  0.10
H: 1.2707 0.6084 -3.5545  0.11

Forces on atoms 1 to 6 (eV/Å):
-0.1605 0.0972 1.3506
0.1001 0.0712 0.0714
-0.1244 0.2409 -0.2711
-0.0376 -0.6792 -0.3735
-0.1217 0.0578 -0.2597
0.0514 -0.2499 -0.0549


Record 2
Molecular formula: C60H160N12O18
Method: DFT, wB97M-V/def2-TZVPD

Energy: -4389.85006 a.u.
M: 1338.0 g/mol
LUMO energy: 0.224 eV
Orbital gap: 5.814 eV
Highest occupied orbital energy: -5.590 eV
ΔE to the lowest compared entry with this formula, charge and spin: 80.865 eV

Last column: Löwdin charge in e.
Positions of all 250 atoms, in Å:
C: 0.0544 -2.1256 -5.9543  -0.02
C: -0.3267 -0.7421 -5.5392  -0.39
C: 0.8268 0.2804 -5.5496  -0.24
O: 1.8959 -0.1360 -4.7395  -0.12
C: 2.7910 0.9374 -4.4555  -0.09
N: -1.4612 -0.3752 -6.3809  0.07
H: 0.6763 -2.5714 -5.1780  0.08
H: 0.5401 -2.0886 -6.9294  0.09
H: -0.8509 -2.7042 -6.1377  0.08
H: -0.6435 -0.7382 -4.4963  -0.02
H: 0.3712 1.2267 -5.2583  0.07
H: 1.1884 0.4799 -6.5584  0.14
H: 2.9998 1.4074 -5.4165  0.15
H: 3.7449 0.5577 -4.0894  0.09
H: 2.3222 1.5333 -3.6724  0.05
H: -2.0024 0.3295 -5.9007  -0.04
H: -2.0935 -1.1597 -6.3109  -0.29
C: 4.1250 -0.8767 0.7816  -0.03
C: 4.3441 0.6454 0.8540  -0.33
C: 3.0865 1.5391 0.5255  -0.16
O: 3.5886 2.7850 0.0826  -0.24
C: 2.5091 3.7090 -0.0919  -0.05
N: 4.8573 0.9584 2.1740  0.05
H: 4.9975 -1.4378 1.1160  0.10
H: 3.9189 -1.1763 -0.2459  0.05
H: 3.2490 -1.0603 1.4038  0.04
H: 5.2050 0.9034 0.2372  0.11
H: 2.4264 1.6447 1.3864  0.10
H: 2.4171 1.1136 -0.2221  0.08
H: 1.8965 3.7514 0.8087  0.08
H: 1.8331 3.3264 -0.8566  0.08
H: 2.8798 4.7003 -0.3528  0.12
H: 4.1684 0.6411 2.8409  -0.10
H: 4.8068 1.9652 2.1122  0.02
C: -0.0607 -5.5537 4.2074  -0.05
C: -0.3600 -5.0392 2.8652  -0.42
C: 0.7911 -5.2948 1.8732  -0.14
O: 1.9791 -4.7312 2.4471  -0.30
C: 2.9469 -4.3525 1.4479  -0.03
N: -1.5646 -5.7326 2.4102  0.06
H: -0.8771 -5.3372 4.8965  0.09
H: 0.7458 -4.9696 4.6507  0.07
H: 0.1089 -6.6278 4.2818  0.11
H: -0.5035 -3.9597 2.9123  0.12
H: 0.5302 -4.8856 0.8973  0.04
H: 1.0387 -6.3371 1.6719  0.14
H: 2.4951 -3.5405 0.8780  0.10
H: 3.2384 -5.2090 0.8400  0.11
H: 3.8501 -3.9632 1.9177  0.10
H: -1.4362 -6.7291 2.3075  0.08
H: -2.2309 -5.7625 3.1687  0.06
C: -2.5643 1.1270 1.4639  -0.04
C: -3.3662 2.1589 2.2557  -0.29
C: -4.1595 3.1347 1.4195  -0.14
O: -3.2515 3.7050 0.5386  -0.31
C: -3.8528 4.6247 -0.3381  -0.08
N: -4.2194 1.3874 3.1502  -0.07
H: -2.0976 0.3785 2.1042  0.11
H: -1.8974 1.5838 0.7327  0.04
H: -3.1968 0.4957 0.8398  0.07
H: -2.6555 2.6482 2.9217  0.08
H: -4.5036 3.9092 2.1050  0.15
H: -4.9382 2.5501 0.9297  0.15
H: -3.1982 4.8045 -1.1909  0.09
H: -4.1475 5.5349 0.1841  0.10
H: -4.7647 4.2123 -0.7699  0.09
H: -3.6552 0.6423 3.5330  -0.16
H: -4.5456 1.9724 3.9061  0.13
C: -1.0020 -3.9171 -3.7817  -0.02
C: -2.0360 -2.7971 -3.5061  -0.35
C: -3.0146 -2.4626 -4.6662  -0.14
O: -2.4173 -1.9125 -5.8262  -0.17
C: -3.4219 -1.7441 -6.7956  0.00
N: -2.6473 -3.0899 -2.2503  0.07
H: -0.4512 -3.6519 -4.6841  0.03
H: -1.3418 -4.9526 -3.8045  0.10
H: -0.2463 -3.9292 -2.9963  0.05
H: -1.5496 -1.8333 -3.3558  0.10
H: -3.7915 -1.7759 -4.3299  0.03
H: -3.5890 -3.3531 -4.9217  0.14
H: -4.2074 -1.0596 -6.4754  0.09
H: -3.8088 -2.7526 -6.9415  0.12
H: -2.9414 -1.3477 -7.6901  0.13
H: -3.3398 -2.3862 -2.0373  -0.04
H: -1.9304 -3.0299 -1.5414  -0.11
C: 6.4104 -5.0463 6.5410  -0.05
C: 5.1371 -4.1303 6.5441  -0.45
C: 4.2285 -4.3392 5.3576  -0.15
O: 3.3236 -3.1908 5.1883  -0.11
C: 2.4233 -3.3945 4.1206  -0.25
N: 4.4066 -4.3760 7.7346  0.03
H: 7.1043 -5.0296 5.7005  0.07
H: 6.2050 -6.1145 6.6105  0.08
H: 7.0155 -4.6657 7.3638  0.07
H: 5.5252 -3.1158 6.4530  0.13
H: 3.5801 -5.2058 5.4868  0.13
H: 4.8508 -4.5442 4.4864  0.12
H: 2.8658 -3.1305 3.1601  0.06
H: 1.5196 -2.8077 4.2851  -0.01
H: 2.0677 -4.4223 4.1941  0.09
H: 4.9842 -4.3008 8.5598  0.07
H: 3.7002 -3.7067 8.0053  0.08
C: 3.9439 3.7500 2.9324  -0.06
C: 2.8294 3.2360 3.7832  -0.38
C: 3.0449 1.7594 4.2905  -0.09
O: 3.0006 0.8502 3.1868  -0.29
C: 3.0271 -0.5412 3.6610  -0.05
N: 2.7152 4.2027 4.8602  0.04
H: 3.7003 4.7515 2.5778  0.10
H: 4.0526 3.1394 2.0361  0.04
H: 4.8878 3.8518 3.4679  0.10
H: 1.9209 3.3829 3.1991  0.12
H: 2.1903 1.5571 4.9361  0.08
H: 3.9205 1.6446 4.9293  0.15
H: 2.1635 -0.8044 4.2718  0.10
H: 3.9066 -0.6237 4.2994  0.14
H: 3.0657 -1.1601 2.7646  0.07
H: 2.5382 5.1659 4.6133  0.09
H: 3.6268 4.2279 5.2943  0.07
C: -0.3705 -4.4855 -0.7154  -0.04
C: -0.6028 -3.0244 -0.3726  -0.34
C: -0.0272 -1.9786 -1.3810  -0.15
O: 1.3609 -2.1423 -1.6400  -0.10
C: 2.1342 -0.9529 -1.6092  -0.09
N: -1.9618 -2.9052 -0.3103  0.01
H: -1.1059 -5.1504 -0.2624  0.10
H: 0.5949 -4.8967 -0.4206  0.07
H: -0.5144 -4.7606 -1.7603  0.06
H: -0.1840 -2.8482 0.6182  0.12
H: -0.3217 -0.9551 -1.1493  0.07
H: -0.4657 -2.1272 -2.3677  0.09
H: 1.6618 -0.2329 -2.2774  0.08
H: 3.1815 -1.0720 -1.8870  0.11
H: 2.1082 -0.4815 -0.6268  0.05
H: -2.4490 -3.6052 0.2307  0.13
H: -2.1566 -2.0502 0.1910  0.10
C: -3.7696 -0.2683 -4.0594  -0.13
O: -2.9141 0.4653 -4.9563  -0.22
C: -3.6135 1.3765 -5.7429  -0.20
C: -2.6383 2.1242 -6.5896  -0.19
N: -1.7062 2.8544 -5.7040  -0.03
C: -0.5790 3.2724 -6.4636  -0.21
C: 0.4562 4.0619 -5.6476  -0.20
O: 0.9686 3.2250 -4.6651  -0.16
C: 1.8015 3.8914 -3.6853  -0.27
H: -4.4955 -0.8797 -4.5954  0.12
H: -4.2158 0.4211 -3.3426  0.12
H: -3.1711 -0.9908 -3.5045  0.05
H: -4.2519 2.0072 -5.1241  0.13
H: -4.3283 0.8377 -6.3649  0.12
H: -3.2495 2.8129 -7.1729  0.13
H: -2.0747 1.3934 -7.1695  0.10
H: -1.5908 2.3477 -4.8379  0.08
H: -0.8635 3.8736 -7.3271  0.13
H: -0.0661 2.3780 -6.8174  0.11
H: -0.1165 4.8595 -5.1743  0.12
H: 1.2315 4.4501 -6.3082  0.13
H: 2.0200 3.1641 -2.9033  0.08
H: 1.3104 4.7880 -3.3072  0.01
H: 2.7522 4.1340 -4.1601  0.16
C: -0.5531 0.3632 -3.8066  -0.14
O: -0.5213 0.6112 -2.3850  -0.23
C: 0.1692 1.7898 -1.9985  -0.13
C: -0.1444 1.8890 -0.4971  -0.16
N: 0.5632 0.8014 0.1732  -0.02
C: 0.2480 0.8941 1.5814  -0.16
C: 0.9972 -0.1147 2.4613  -0.22
O: 0.5882 -1.4484 2.2898  -0.11
C: 1.2085 -2.3711 3.2059  -0.26
H: 0.4231 -0.0353 -4.0830  0.08
H: -0.6884 1.2402 -4.4395  0.09
H: -1.3233 -0.3602 -4.0742  0.09
H: -0.0870 2.7037 -2.5345  0.13
H: 1.2257 1.6962 -2.2499  0.08
H: -1.2039 1.8870 -0.2412  0.08
H: 0.1889 2.8924 -0.2321  0.07
H: 0.3297 -0.1048 -0.2067  0.08
H: -0.7930 0.9682 1.8962  0.06
H: 0.7014 1.8532 1.8319  0.11
H: 0.8670 0.2383 3.4844  0.10
H: 2.0244 -0.1684 2.1007  0.08
H: 2.2497 -2.5144 2.9171  0.02
H: 0.6107 -3.2802 3.2715  0.10
H: 1.1971 -2.0245 4.2392  0.13
C: 2.1829 5.2266 -2.5645  -0.22
O: 1.2840 4.7123 -1.6114  -0.29
C: 0.4454 5.6470 -0.9021  -0.11
C: -0.7497 4.9162 -0.2574  -0.16
N: -0.4030 4.5518 1.1433  -0.01
C: -1.5437 3.9782 1.8725  -0.18
C: -1.1042 3.7064 3.3444  -0.15
O: -0.2369 2.6005 3.4283  -0.26
C: 0.2016 2.3145 4.7635  -0.09
H: 2.7489 6.0915 -2.2183  0.14
H: 1.6213 5.6494 -3.3976  0.14
H: 2.7499 4.4259 -3.0392  0.06
H: 0.0539 6.3643 -1.6235  0.13
H: 0.9870 6.2858 -0.2045  0.13
H: -1.0154 3.9996 -0.7840  0.10
H: -1.6389 5.5459 -0.2251  0.10
H: 0.3346 3.8618 1.1404  0.04
H: -1.8118 2.9827 1.5186  0.07
H: -2.4528 4.5752 1.8007  0.14
H: -2.0162 3.5270 3.9139  0.12
H: -0.6486 4.6019 3.7671  0.13
H: -0.6643 1.9734 5.3308  0.10
H: 0.6709 3.2134 5.1633  0.09
H: 1.0165 1.5925 4.8160  0.06
C: -1.2152 0.4216 3.9813  -0.09
O: -2.6240 0.5391 3.8222  -0.22
C: -3.3627 -0.6805 4.1542  -0.09
C: -4.8716 -0.4503 3.9041  -0.15
N: -5.1356 -0.1554 2.4905  -0.03
C: -4.6404 -1.1675 1.5778  -0.23
C: -5.6165 -2.3474 1.3781  -0.18
O: -5.6685 -3.1001 2.5663  -0.20
C: -4.6784 -4.0818 2.7655  -0.12
H: -1.0552 0.3480 5.0569  0.11
H: -0.6579 1.2835 3.6143  0.00
H: -0.8544 -0.5088 3.5429  0.10
H: -3.2342 -0.9293 5.2076  0.14
H: -2.9033 -1.5600 3.7031  0.12
H: -5.1534 0.4297 4.4821  0.13
H: -5.3867 -1.3446 4.2548  0.13
H: -4.7790 0.7682 2.2905  -0.07
H: -3.6051 -1.4499 1.7690  0.10
H: -4.5895 -0.7069 0.5913  0.05
H: -5.3020 -3.0180 0.5784  0.11
H: -6.6092 -1.9582 1.1519  0.13
H: -4.7074 -4.5024 3.7706  0.09
H: -3.6901 -3.6275 2.6950  0.06
H: -4.7326 -4.9119 2.0611  0.09
C: -2.4683 0.0049 -1.2497  -0.01
C: -3.9150 -0.5331 -1.3810  -0.19
O: -4.0418 -1.3983 -2.4664  -0.21
H: -2.2650 0.6637 -2.0939  0.11
H: -1.7539 -0.8166 -1.1954  0.06
H: -2.3763 0.5329 -0.3005  0.04
H: -4.6325 0.2722 -1.5383  0.14
H: -4.1033 -1.0586 -0.4448  0.06
H: -4.9617 -1.5088 -2.7175  0.16
C: 3.6756 1.8384 -2.7395  -0.15
C: 4.9356 2.1820 -1.9692  -0.24
O: 5.9365 2.6866 -2.8687  -0.07
H: 3.3559 2.7056 -3.3173  0.07
H: 2.8691 1.5453 -2.0674  0.08
H: 3.8056 0.9544 -3.3638  -0.01
H: 5.3551 1.2954 -1.4938  0.10
H: 4.7190 2.8549 -1.1395  0.09
H: 6.7051 2.8490 -2.3170  0.07

Forces on atoms 1 to 6 (eV/Å):
1.4161 -0.1466 -1.0736
0.0876 -2.5814 -5.5778
0.2140 0.3253 -4.3174
0.9770 -0.5133 -0.5818
-3.8022 -3.3857 -4.8617
8.5915 8.4149 -5.0710


Record 3
Molecular formula: C4H32NO16
Method: DFT, wB97M-V/def2-TZVPD

Energy: -1430.13627 a.u.
2S+1: 2
M: 350.3 g/mol
LUMO energy (spin up / spin down): -0.372 / -5.062 eV
Orbital gap (spin up / spin down): 10.522 / 5.832 eV
Highest occupied orbital energy (spin up / spin down): -10.895 / -10.894 eV
ΔE to the lowest compared entry with this formula, charge and spin: 0.000 eV

Last column: Mulliken spin population.
Positions of all 53 atoms, in Å:
C: 0.1361 -0.6767 -1.6786  -0.01
C: -1.2546 -0.2643 -2.0212  -0.01
N: -1.3747 1.0052 -2.6476  0.22
C: -0.6235 2.1025 -2.1396  0.20
C: -1.0214 2.2944 -0.5838  -0.03
O: -1.9481 3.0706 -0.3919  0.36
O: -0.3173 1.6624 0.2040  0.22
O: -2.2509 -0.9508 -1.9771  0.05
H: 0.2062 -1.7550 -1.3905  0.00
H: 0.9252 -0.3745 -2.3545  0.00
H: 0.1969 -0.4499 -0.6093  0.00
H: -2.2665 1.2715 -3.0602  -0.01
H: -0.9763 3.0132 -2.6527  0.00
H: 0.4559 2.0323 -2.3153  0.00
H: -3.8342 -0.0545 -0.3084  0.00
H: -3.7111 -1.4957 0.2828  0.00
O: -4.0154 -0.5934 0.4651  0.00
H: 2.5619 -1.8904 -2.7003  0.00
H: 1.9975 -0.9932 -3.7255  0.00
O: 2.8246 -1.4491 -3.5375  0.00
H: 0.4267 -3.3826 1.2521  0.00
H: -0.9515 -3.4742 0.9511  0.00
O: -0.1268 -3.7080 0.5065  0.00
H: 2.8403 -2.8381 2.4758  0.00
H: 1.4748 -1.9475 2.3339  0.00
O: 1.9830 -2.7326 2.0748  0.00
H: -2.1924 -3.5557 -0.7051  0.00
H: -2.1894 -2.1091 -0.8585  0.00
O: -2.4052 -2.7776 -0.1655  0.00
H: 1.9749 0.6615 2.9332  0.00
H: 0.5728 0.1038 2.9024  0.00
O: 1.4911 -0.1582 3.0383  0.00
H: -0.6409 2.1666 2.3821  0.00
H: -0.6279 1.9396 3.8308  0.00
O: -0.0133 1.9817 3.0839  0.00
H: 1.5902 -3.0388 -0.3385  0.00
H: 2.4773 -1.8099 -0.4426  0.00
O: 2.2789 -2.6405 -0.8951  0.00
H: 2.4023 3.3473 -0.7242  0.00
H: 1.6613 4.0233 -2.0004  0.00
O: 2.3271 3.4031 -1.6864  0.00
H: -2.7139 0.4989 2.3775  0.00
H: -2.6906 2.0686 2.2817  0.00
O: -2.4473 1.3164 2.8251  0.01
H: -1.4234 -1.7173 1.2915  0.00
H: -1.0712 -0.1711 1.5638  0.00
O: -1.2399 -1.0384 1.9441  0.00
H: 4.7588 0.3463 -0.1389  0.00
H: 3.3796 0.6785 0.4934  0.00
O: 3.9150 -0.0276 0.1193  0.00
H: 1.6720 1.9499 0.1645  0.00
H: 1.6629 2.3447 1.6388  0.00
O: 2.2547 2.1350 0.9110  0.00

Forces on atoms 1 to 6 (eV/Å):
-1.1328 -1.6477 1.9236
0.4104 -0.1669 -2.1911
0.5983 0.8516 1.0525
-0.7642 0.3198 -2.8699
-0.0481 0.6808 2.9162
0.0336 -0.1722 -1.2256